Entry from OMol25: 7 unconnected molecules or ions with the total composition C49H121N6O9 at a distorted geometry (ωB97M-V/def2-TZVPD).

Properties
HOMO energy: -18.27 eV
total charge: +5
energy above the lowest of the compared OMol25 structures with the same formula, charge and spin: 72.3 kcal per mole

Geometry (Å):
C1 -2.11818 -3.34842 -3.91076
C2 -0.76658 -3.10080 -3.12473
N1 0.45951 -3.98437 -3.51092
C3 1.61136 -3.74605 -2.50000
C4 0.03309 -5.49609 -3.46506
C5 1.20117 -6.43746 -3.73920
C6 0.86658 -3.53016 -4.95645
C7 1.29804 -2.05749 -5.11855
O1 2.47352 -1.82065 -4.42792
C8 2.93016 -0.44807 -4.43618
H1 -1.98053 -3.73766 -4.91918
H2 -2.68767 -2.42367 -3.82479
H3 -2.72138 -4.12544 -3.44092
H4 -0.92827 -3.27555 -2.06099
H5 -0.34237 -2.09856 -3.16967
H6 2.55647 -4.06210 -2.93902
H7 1.35931 -4.18401 -1.53488
H8 1.66412 -2.67037 -2.33260
H9 -0.69347 -5.63980 -4.26510
H10 -0.53319 -5.80208 -2.58541
H11 1.91309 -6.53109 -2.91961
H12 1.64369 -6.20306 -4.70710
H13 0.81772 -7.44750 -3.88639
H14 0.16140 -3.81377 -5.73722
H15 1.72972 -4.15562 -5.18554
H16 0.45437 -1.43324 -4.81863
H17 1.46945 -1.82152 -6.17003
H18 2.16850 0.18017 -3.97321
H19 3.11817 -0.10073 -5.45276
H20 3.83810 -0.26013 -3.86359
C9 3.51386 2.45979 2.49481
C10 2.46803 2.48419 1.42199
N2 2.10434 3.93706 0.94653
C11 1.04180 3.79102 -0.14396
C12 1.52324 4.72131 2.12002
C13 1.07511 6.10303 1.71167
C14 3.34953 4.66144 0.42406
C15 4.19637 3.86891 -0.55291
O2 3.50929 3.48576 -1.71995
C16 4.15842 3.75225 -2.98000
H21 3.87360 1.44479 2.66607
H22 3.10794 2.72060 3.47261
H23 4.41579 3.05633 2.35889
H24 1.55579 1.96563 1.71705
H25 2.76559 1.89505 0.55450
H26 0.05929 3.57456 0.27517
H27 1.31040 2.93662 -0.76408
H28 0.93092 4.64465 -0.81164
H29 2.29569 4.73004 2.88830
H30 0.66164 4.14284 2.45300
H31 1.87389 6.84046 1.64756
H32 0.25409 6.42000 2.35453
H33 0.54967 5.98651 0.76354
H34 3.93133 4.99235 1.28361
H35 3.01005 5.52200 -0.15257
H36 4.52516 2.93941 -0.08696
H37 5.04690 4.51584 -0.77063
H38 4.44504 4.80356 -3.02540
H39 3.56886 3.50715 -3.86323
H40 5.08832 3.21714 -3.17811
C17 -2.91395 0.82948 2.40499
C18 -3.45912 2.05181 3.16528
N3 -5.00034 2.21362 3.29934
C19 -5.14144 3.58318 4.08727
C20 -5.60764 2.37223 1.88412
C21 -6.88751 3.22577 1.90866
C22 -5.71315 1.14611 4.13520
C23 -7.25255 1.09961 4.28896
O3 -7.61886 2.17679 5.08927
C24 -9.04449 2.33752 5.15978
H41 -1.82749 0.91410 2.40177
H42 -3.34984 0.76606 1.40795
H43 -3.18392 -0.10221 2.90339
H44 -3.09950 2.88107 2.55669
H45 -3.05245 2.06986 4.17594
H46 -6.16696 3.89749 4.27238
H47 -4.64275 4.34161 3.48446
H48 -4.58572 3.34239 4.99255
H49 -5.68539 1.31810 1.61681
H50 -4.81557 2.79618 1.26754
H51 -7.65559 3.05178 2.66103
H52 -7.36343 3.07953 0.93850
H53 -6.68305 4.29483 1.96651
H54 -5.24380 1.15492 5.11861
H55 -5.37729 0.30962 3.52082
H56 -7.56168 0.17397 4.77751
H57 -7.80663 1.12306 3.34939
H58 -9.54367 2.63091 4.23398
H59 -9.35169 3.15176 5.81465
H60 -9.48828 1.36101 5.35617
C25 -4.68643 -3.91588 3.75846
C26 -3.48189 -3.16310 4.26817
N4 -2.39955 -4.00273 5.06513
C27 -3.04980 -4.97090 6.07545
C28 -1.61522 -4.85165 4.01694
C29 -0.38694 -5.62467 4.57359
C30 -1.57809 -2.98619 5.95321
C31 -0.85308 -1.84598 5.16501
O4 0.06569 -2.40054 4.26044
C32 0.54448 -1.51648 3.36428
H61 -5.35886 -3.23606 3.23573
H62 -5.26404 -4.38338 4.55571
H63 -4.39380 -4.72641 3.09077
H64 -3.80274 -2.48806 5.06187
H65 -2.93173 -2.64685 3.48222
H66 -2.27915 -5.51162 6.62411
H67 -3.62582 -5.71490 5.52648
H68 -3.64670 -4.46481 6.83353
H69 -1.32749 -4.26557 3.14501
H70 -2.38237 -5.56123 3.70772
H71 -0.68135 -6.31061 5.36802
H72 0.47280 -5.05774 4.92863
H73 -0.07136 -6.28721 3.76737
H74 -0.86496 -3.62914 6.47010
H75 -2.13380 -2.63108 6.82113
H76 -0.37736 -1.33373 6.00300
H77 -1.51509 -1.17194 4.61998
H78 1.14648 -0.73339 3.82893
H79 -0.22329 -0.98295 2.79987
H80 1.12988 -2.05392 2.61813
C33 0.30669 1.82056 -3.44696
C34 -0.55219 2.43334 -4.54966
N5 -0.89311 3.93808 -4.32213
C35 0.40357 4.71555 -4.10718
C36 -1.62952 4.50633 -5.55999
C37 -0.89151 4.52976 -6.92818
C38 -1.74165 4.19136 -2.99213
C39 -3.13252 3.56098 -2.96269
O5 -3.11313 2.16174 -2.75099
C40 -3.01134 1.82221 -1.41022
H81 0.06148 2.16743 -2.44231
H82 1.32499 2.20181 -3.52697
H83 0.21924 0.73673 -3.38375
H84 -1.51240 1.91922 -4.58228
H85 -0.06582 2.37086 -5.52261
H86 1.00625 4.51682 -3.22158
H87 0.25219 5.79507 -4.11395
H88 0.96621 4.49285 -5.01359
H89 -1.96103 5.48809 -5.22167
H90 -2.55825 3.94585 -5.66680
H91 -0.65045 3.60450 -7.45150
H92 0.07695 5.02841 -6.88814
H93 -1.57021 5.08141 -7.57856
H94 -1.83883 5.27713 -3.01090
H95 -1.06019 3.95505 -2.17584
H96 -3.67955 3.82078 -3.86887
H97 -3.69768 4.08572 -2.19062
H98 -2.90009 0.74359 -1.30493
H99 -3.88876 2.17443 -0.86494
H100 -2.15489 2.33960 -0.97413
C41 4.13994 -5.00256 -0.59336
C42 3.88328 -3.58562 -0.09081
N6 5.03400 -2.53323 -0.29656
C43 4.68660 -1.28166 0.46814
C44 6.37487 -3.10858 0.21410
C45 6.31523 -3.57046 1.68018
C46 5.16875 -2.32755 -1.80288
C47 6.41069 -1.52385 -2.30956
O6 6.48314 -0.20892 -1.83796
C48 7.32337 0.69766 -2.55682
H101 4.83080 -5.65146 -0.05610
H102 4.32817 -5.06157 -1.66559
H103 3.19767 -5.54939 -0.53621
H104 3.61296 -3.63785 0.96371
H105 3.03965 -3.07892 -0.55938
H106 5.56841 -0.64844 0.56432
H107 4.38146 -1.57687 1.47106
H108 3.94642 -0.67288 -0.05067
H109 7.19538 -2.40587 0.06817
H110 6.71988 -3.91038 -0.43927
H111 5.68410 -4.45312 1.78570
H112 5.83273 -2.85160 2.34266
H113 7.29427 -3.78991 2.10456
H114 4.21502 -1.94749 -2.16741
H115 5.47317 -3.30082 -2.18769
H116 6.25512 -1.45223 -3.38761
H117 7.35194 -2.05054 -2.14797
H118 8.36296 0.37821 -2.64521
H119 7.36903 1.70164 -2.13664
H120 7.08309 0.80519 -3.61604
O7 -0.76552 -1.27608 -0.19401
C49 0.29234 -0.47270 -0.16708
O8 0.08888 0.62132 0.38883
O9 1.36935 -0.83649 -0.59727
H121 -1.17210 -0.53065 0.26813